Entry from the OMol25 dataset: C14H20I2NO10S as an isolated structure (ωB97M-V/def2-TZVPD).

The geometry in XYZ format:
```
48
Properties=species:S:1:pos:R:3:forces:R:3
C 0.177181 -3.188207 0.148208 0.074 0.056 0.032
C 0.270678 -4.073466 -1.064108 0.233 0.011 -0.296
I 2.046242 -3.842183 -2.188829 -0.219 0.035 0.204
C -0.666357 -4.948526 -1.393573 0.028 -0.270 -0.287
I -0.537581 -6.231074 -3.065440 -0.083 0.154 0.324
C -1.932877 -5.099309 -0.598342 -0.555 0.301 -0.693
N -3.110399 -4.950202 -1.496293 0.146 0.756 0.317
S -3.791709 -3.468157 -1.471699 -0.149 0.692 -0.730
C -4.636826 -3.369109 0.100594 -0.032 -0.356 -0.049
O -2.791852 -2.436571 -1.498296 0.577 -0.202 0.525
O -4.760849 -3.367583 -2.525712 -0.621 -0.648 0.209
C -2.044124 -6.423365 0.182692 0.290 -0.911 1.119
O -2.948724 -7.214474 -0.149244 -0.336 0.344 -0.345
O -1.228349 -6.527072 1.121395 0.007 0.283 -0.423
H 0.040359 -3.819225 1.025350 0.150 0.051 0.151
H 1.076957 -2.590576 0.241324 0.103 -0.057 0.189
H -0.668918 -2.502822 0.085441 -0.126 -0.031 -0.197
H -1.971400 -4.309383 0.146602 0.199 0.013 0.125
H -3.799725 -5.669882 -1.270471 0.253 -0.431 -0.147
H -3.924367 -3.119068 0.879376 0.090 0.061 0.021
H -5.060931 -4.348514 0.309598 -0.095 -0.031 0.022
H -5.431150 -2.634217 0.037594 0.039 0.182 -0.089
C 1.350251 2.059854 2.480756 -0.124 -0.203 0.177
C 2.333167 1.322256 1.607064 -0.245 0.169 0.226
C 1.825224 0.940856 0.242897 -0.126 -0.068 -0.371
O 2.645095 -0.196250 -0.070230 -0.025 0.022 0.239
C 2.988347 -0.778021 1.106334 -0.077 0.056 -0.052
O 3.504395 -1.839566 1.214384 0.110 -0.096 0.036
O 2.653056 0.027648 2.151218 0.097 0.002 -0.136
H 1.691721 2.068571 3.515946 0.075 0.080 -0.030
H 1.240197 3.089276 2.138499 0.044 0.002 -0.034
H 0.371545 1.577252 2.465260 0.015 -0.022 -0.043
H 3.265109 1.887423 1.529441 0.009 -0.011 -0.094
H 1.951083 1.727627 -0.492218 0.133 -0.338 -0.050
H 0.781752 0.610815 0.249612 -0.001 0.021 0.189
C 0.757013 7.376169 0.641989 -0.108 -0.233 0.177
C 1.750353 6.645369 -0.225278 -0.285 0.226 0.203
C 1.252201 6.250999 -1.594527 0.086 0.051 -0.195
O 2.082166 5.119516 -1.894156 -0.065 0.054 0.094
C 2.428459 4.552089 -0.715165 -0.006 0.043 -0.023
O 2.958833 3.495504 -0.604338 0.172 0.268 -0.003
O 2.080127 5.353959 0.322064 0.101 -0.001 -0.150
H 1.094060 7.389690 1.677796 0.080 0.085 -0.029
H 0.637403 8.403504 0.299344 0.027 0.003 -0.024
H -0.217016 6.885537 0.623163 0.012 -0.018 -0.044
H 2.680645 7.216158 -0.297504 0.023 -0.039 -0.058
H 1.377856 7.027858 -2.344349 0.132 -0.115 -0.087
H 0.211678 5.918892 -1.584170 -0.024 0.062 0.098
```
Forces are in eV/Å.

The HOMO energy is -5.1475 eV. Its total charge is -1. Its maximum force is 0.029 Eh/bohr. As for the multiplicity: 1. As for the LUMO energy: 0.056 Ha. The total energy is -63845.922 eV.